(1)
{
  "formula": "C25H41FIN3O7",
  "method": "wB97M-V/def2-TZVPD",
  "smiles": "Cc1c(CC(=O)I)ccc2c1C(=O)N(CCF)C2=O.COCCNCCOC.COCCNCCOC",
  "energy_ha": -2065.593084,
  "homo_lumo_gap_ev": 8.101,
  "relative_energy_ev": 0.000,
  "elements": ["C", "C", "C", "C", "C", "O", "I", "C", "C", "C", "C", "C", "O", "N", "C", "C", "F", "C", "O", "H", "H", "H", "H", "H", "H", "H", "H", "H", "H", "H", "C", "O", "C", "C", "N", "C", "C", "O", "C", "H", "H", "H", "H", "H", "H", "H", "H", "H", "H", "H", "H", "H", "H", "H", "C", "O", "C", "C", "N", "C", "C", "O", "C", "H", "H", "H", "H", "H", "H", "H", "H", "H", "H", "H", "H", "H", "H", "H"],
  "coordinates": [[1.75384, 1.76444, 1.91674], [1.63808, 0.88588, 0.69754], [2.42322, 1.05566, -0.46343], [3.44162, 2.17975, -0.54152], [2.79876, 3.34471, -1.27085], [2.50126, 3.30354, -2.40638], [2.40311, 5.17010, -0.17462], [2.27589, 0.21244, -1.55294], [1.33859, -0.82029, -1.57083], [0.54459, -0.96668, -0.45223], [0.70440, -0.14394, 0.65745], [-0.29788, -0.62931, 1.67669], [-0.24763, -0.63662, 2.86267], [-1.34358, -1.25168, 0.88838], [-2.34646, -0.34865, 0.32399], [-2.92392, 0.62516, 1.31535], [-3.91391, 0.04391, 2.08182], [-0.58195, -1.92698, -0.13977], [-0.77866, -3.01549, -0.56508], [2.71602, 1.61940, 2.40450], [0.99651, 1.46230, 2.63093], [1.60123, 2.80743, 1.66391], [4.29036, 1.85794, -1.13844], [3.71199, 2.47096, 0.46556], [2.88936, 0.33064, -2.43198], [1.22499, -1.48108, -2.41680], [-1.98222, 0.22072, -0.54157], [-3.16786, -0.96641, -0.03327], [-3.40360, 1.42355, 0.74701], [-2.18690, 1.10254, 1.96007], [9.14197, 2.72628, -4.79829], [8.90870, 1.51495, -5.49074], [9.52276, 0.37450, -4.90134], [8.48673, -0.56329, -4.31951], [7.85946, 0.00865, -3.13365], [6.69467, -0.72757, -2.65164], [5.47109, -0.81388, -3.55911], [4.80888, 0.42314, -3.76553], [5.33739, 1.23162, -4.80560], [8.76998, 3.53662, -5.42297], [8.61051, 2.75788, -3.84062], [10.20963, 2.88307, -4.62106], [10.26066, 0.66500, -4.14849], [10.05166, -0.15049, -5.70181], [8.97204, -1.50464, -4.04588], [7.75571, -0.77723, -5.11054], [7.58026, 0.95896, -3.33777], [6.37851, -0.24576, -1.72196], [7.00841, -1.74287, -2.39098], [4.74345, -1.45655, -3.05418], [5.68940, -1.29504, -4.51889], [5.75539, 0.63119, -5.61610], [6.09394, 1.92420, -4.42857], [4.51729, 1.83023, -5.20214], [-9.94898, -3.43806, 4.53025], [-8.56388, -3.46275, 4.24843], [-8.24109, -3.26397, 2.87624], [-7.55904, -1.92995, 2.66081], [-8.48890, -0.82152, 2.84706], [-7.85618, 0.49446, 2.88284], [-6.88111, 0.79182, 4.01736], [-7.47973, 0.86713, 5.29891], [-7.64147, -0.36896, 5.96942], [-10.07846, -3.76142, 5.56194], [-10.36812, -2.43079, 4.43012], [-10.49944, -4.12202, 3.87764], [-9.12724, -3.36190, 2.24264], [-7.54178, -4.05741, 2.59738], [-7.16269, -1.89390, 1.64183], [-6.70989, -1.87742, 3.35438], [-8.99501, -0.96020, 3.71137], [-8.66217, 1.23056, 2.94240], [-7.34374, 0.65942, 1.92983], [-6.46518, 1.78561, 3.83035], [-6.02934, 0.10248, 4.02869], [-6.84748, -1.07662, 5.71883], [-8.61515, -0.81844, 5.75502], [-7.60167, -0.16907, 7.04071]],
  "lowdin_charge": [-0.015, -0.124, -0.155, -0.128, -0.818, 0.037, 0.803, 0.004, 0.028, -0.082, -0.035, -0.352, 0.172, 0.020, -0.126, -0.184, -0.037, -0.352, 0.176, 0.098, 0.073, 0.035, 0.123, 0.088, 0.101, 0.124, 0.135, 0.137, 0.122, 0.120, -0.115, -0.194, -0.216, -0.214, -0.050, -0.198, -0.221, -0.212, -0.082, 0.089, 0.077, 0.088, 0.122, 0.122, 0.124, 0.106, 0.068, 0.115, 0.120, 0.117, 0.114, 0.091, 0.074, 0.092, -0.118, -0.194, -0.217, -0.215, -0.051, -0.200, -0.229, -0.179, -0.101, 0.088, 0.078, 0.087, 0.121, 0.121, 0.123, 0.108, 0.068, 0.117, 0.115, 0.120, 0.104, 0.090, 0.071, 0.087]
}

(2)
{
  "formula": "C25H41GeN3O3SW",
  "method": "wB97M-V/def2-TZVPD",
  "total_charge": 1,
  "energy_ha": -3909.292636,
  "homo_lumo_gap_ev": [6.917, 7.297],
  "relative_energy_ev": 1.862,
  "spin_multiplicity": 2,
  "elements": ["W", "C", "C", "C", "C", "O", "Ge", "O", "C", "C", "C", "C", "O", "C", "C", "C", "C", "H", "H", "H", "H", "H", "H", "H", "H", "H", "H", "H", "H", "H", "H", "H", "H", "H", "H", "H", "H", "H", "H", "H", "H", "H", "H", "H", "C", "C", "C", "C", "C", "C", "C", "C", "N", "H", "H", "H", "H", "H", "H", "H", "H", "H", "C", "C", "C", "C", "N", "C", "S", "N", "H", "H", "H", "H", "H"],
  "coordinates": [[0.36304, -0.22854, 0.53873], [2.22851, 0.08447, -2.79187], [1.05564, 0.97599, -2.40535], [-0.14569, 0.71184, -3.30160], [1.41907, 2.45059, -2.41051], [0.66163, 0.64269, -1.04285], [-2.42359, -0.80038, -0.78988], [-0.85753, 0.53232, 1.68368], [-1.32943, 1.81072, 2.19475], [-1.86533, 1.54147, 3.59078], [-0.14695, 2.76867, 2.22920], [-2.42289, 2.30269, 1.26158], [0.29512, -2.06150, 0.55396], [-0.17355, -3.35585, 1.05398], [-1.62862, -3.22871, 1.46307], [0.02575, -4.34812, -0.07652], [0.70391, -3.69898, 2.24956], [2.31666, 0.05278, -3.87818], [3.17057, 0.44635, -2.38421], [2.05611, -0.93536, -2.44331], [-0.01500, 1.23430, -4.25006], [-0.26701, -0.35322, -3.50343], [-1.04989, 1.09323, -2.82740], [1.72035, 2.74625, -3.41569], [0.55836, 3.05514, -2.12011], [2.24273, 2.65572, -1.72932], [-1.09539, 1.08260, 4.21067], [-2.16931, 2.47860, 4.05724], [-2.72989, 0.87839, 3.55130], [0.59287, 2.45386, 2.96618], [0.33495, 2.82226, 1.24893], [-0.49103, 3.77032, 2.48828], [-3.17863, 1.52945, 1.11885], [-2.90708, 3.17746, 1.69642], [-2.00838, 2.58853, 0.29142], [-2.28801, -3.15273, 0.59668], [-1.92276, -4.11724, 2.02289], [-1.77455, -2.36243, 2.11206], [-0.56091, -4.07919, -0.95188], [1.07753, -4.40020, -0.35681], [-0.29109, -5.33802, 0.25330], [0.39994, -3.13444, 3.13176], [0.62113, -4.76160, 2.47752], [1.74737, -3.47436, 2.02794], [1.77018, -0.60371, 4.23998], [2.90534, 0.14582, 3.59796], [3.99405, 0.53122, 4.36434], [5.06417, 1.20805, 3.79900], [5.04671, 1.51790, 2.45060], [3.97399, 1.15898, 1.64598], [3.97884, 1.52594, 0.19077], [2.90601, 0.46239, 2.22709], [1.80614, 0.08220, 1.46087], [1.65458, -0.29802, 5.27924], [1.96833, -1.67760, 4.23576], [0.82423, -0.43774, 3.72580], [4.00034, 0.29648, 5.42164], [5.90879, 1.49473, 4.41092], [5.87803, 2.05150, 2.00596], [4.88524, 1.16350, -0.29657], [3.95579, 2.61113, 0.06937], [3.12036, 1.10503, -0.32221], [-4.88649, -0.72633, -6.35840], [-4.27703, -0.49925, -5.01562], [-4.41041, 0.72464, -4.34204], [-3.84681, 0.83819, -3.09774], [-3.17665, -0.19461, -2.57645], [-3.08912, -1.35084, -3.28190], [-2.19762, -2.53548, -2.38604], [-3.61828, -1.52303, -4.47630], [-5.23283, 0.20025, -6.81000], [-5.73464, -1.40558, -6.25431], [-4.16466, -1.21246, -7.01268], [-4.94329, 1.55192, -4.78622], [-3.91201, 1.73893, -2.50054]],
  "lowdin_spin": [0.063, 0.000, 0.003, 0.013, 0.000, 0.050, 0.556, 0.015, 0.001, 0.000, 0.000, 0.003, 0.023, 0.001, 0.007, 0.000, 0.000, 0.000, 0.000, 0.000, 0.000, 0.002, 0.007, 0.000, 0.000, 0.000, 0.000, 0.000, 0.000, 0.000, 0.000, 0.000, 0.005, 0.000, 0.001, 0.011, 0.000, 0.001, 0.000, 0.000, 0.000, 0.000, 0.000, 0.000, 0.000, 0.000, 0.000, -0.001, 0.000, 0.000, 0.000, 0.003, 0.008, 0.000, 0.000, 0.000, 0.000, 0.000, 0.000, 0.000, 0.000, 0.000, 0.005, 0.027, -0.003, 0.025, 0.066, 0.049, 0.055, -0.001, 0.000, 0.002, 0.001, -0.001, 0.000]
}

(3)
{
  "formula": "C25H41N2O10",
  "method": "wB97M-V/def2-TZVPD",
  "total_charge": 1,
  "energy_ha": -1838.914887,
  "homo_lumo_gap_ev": 8.446,
  "elements": ["C", "C", "O", "C", "O", "C", "N", "C", "C", "C", "C", "C", "N", "H", "H", "H", "H", "H", "H", "H", "H", "H", "H", "H", "H", "H", "H", "H", "H", "H", "O", "C", "O", "C", "C", "C", "H", "H", "H", "H", "H", "H", "O", "C", "O", "C", "C", "C", "H", "H", "H", "H", "H", "H", "O", "C", "O", "C", "C", "C", "H", "H", "H", "H", "H", "H", "O", "C", "O", "C", "C", "C", "H", "H", "H", "H", "H", "H"],
  "coordinates": [[-3.46059, -2.85010, -0.60572], [-2.90193, -1.58507, -1.22683], [-3.96190, -0.84126, -1.82349], [-2.24249, -0.67355, -0.19299], [-3.22296, -0.37551, 0.85021], [-2.84238, -0.17157, 2.06211], [-3.65020, 0.49535, 2.84441], [-3.15690, 0.58976, 4.22541], [-2.28070, -0.65321, 4.23018], [-1.61994, -0.61281, 2.80389], [-0.99533, -1.98379, 2.49385], [0.38410, -1.83336, 1.85840], [1.36907, -1.31236, 2.44676], [-2.70996, -3.41590, -0.06110], [-3.84314, -3.49852, -1.38555], [-4.27945, -2.60874, 0.06969], [-2.17650, -1.83042, -1.99319], [-4.78059, -1.03985, -1.35642], [-1.96355, 0.24348, -0.69154], [-1.35970, -1.15093, 0.20341], [-4.52564, 0.87042, 2.50732], [-3.99558, 0.44694, 4.90044], [-2.67388, 1.53173, 4.45936], [-1.58366, -0.76182, 5.05173], [-2.96012, -1.50282, 4.25276], [-0.87237, 0.16932, 2.90595], [-1.62500, -2.54947, 1.81759], [-0.87629, -2.54324, 3.41410], [0.53219, -2.20008, 0.84682], [1.12565, -1.01897, 3.39651], [6.69034, -4.49000, 4.31796], [6.13216, -3.69127, 3.63035], [5.55416, -2.57072, 4.13371], [4.86873, -1.85191, 3.09450], [5.52442, -2.30162, 1.79451], [5.91948, -3.73993, 2.12755], [3.81011, -2.11130, 3.13377], [4.97600, -0.78541, 3.27859], [4.86892, -2.20295, 0.93161], [6.42006, -1.70814, 1.60766], [5.11477, -4.44710, 1.92076], [6.82616, -4.06678, 1.62763], [0.30450, 0.69731, -1.01817], [0.55102, 1.75876, -0.50998], [1.30816, 2.68326, -1.11072], [1.52006, 3.81400, -0.23488], [0.37068, 3.76356, 0.75721], [0.11564, 2.25945, 0.85706], [2.49485, 3.69382, 0.24143], [1.52572, 4.72253, -0.82893], [0.60776, 4.24105, 1.70594], [-0.49957, 4.25934, 0.33509], [0.74138, 1.77451, 1.61129], [-0.93232, 2.01756, 1.03400], [-1.60287, -6.03601, -1.94469], [-1.06544, -5.34315, -2.75502], [-1.25587, -3.99723, -2.78390], [-0.56716, -3.41831, -3.91295], [0.52143, -4.42328, -4.27034], [-0.13091, -5.74963, -3.87541], [-1.28868, -3.28298, -4.72069], [-0.17497, -2.44590, -3.62271], [0.82569, -4.36661, -5.31251], [1.40277, -4.24838, -3.65223], [-0.73021, -6.17295, -4.68259], [0.57938, -6.49204, -3.52475], [-0.95836, 5.73429, -1.08478], [-0.63005, 6.48295, -1.96515], [0.36099, 7.37766, -1.80364], [0.47819, 8.21317, -2.97593], [-0.15232, 7.40260, -4.10159], [-1.22337, 6.60918, -3.35224], [-0.05488, 9.14513, -2.78261], [1.52886, 8.43559, -3.13847], [-0.53593, 8.02165, -4.90868], [0.58515, 6.71852, -4.52258], [-2.16372, 7.15672, -3.27165], [-1.41117, 5.62733, -3.77687]],
  "lowdin_charge": [-0.025, -0.375, -0.010, -0.059, 0.098, -0.247, 0.162, -0.100, -0.099, -0.177, -0.106, -0.221, 0.123, 0.082, 0.095, 0.085, 0.135, 0.092, 0.123, 0.099, 0.189, 0.133, 0.134, 0.134, 0.135, 0.145, 0.103, 0.127, 0.113, 0.065, 0.131, -0.489, 0.020, -0.167, -0.153, -0.075, 0.093, 0.122, 0.111, 0.118, 0.129, 0.125, 0.095, -0.481, 0.051, -0.126, -0.143, -0.076, 0.131, 0.116, 0.123, 0.087, 0.123, 0.107, 0.127, -0.484, -0.013, -0.150, -0.145, -0.067, 0.131, 0.123, 0.119, 0.119, 0.135, 0.128, 0.096, -0.477, 0.031, -0.139, -0.145, -0.067, 0.129, 0.127, 0.118, 0.120, 0.134, 0.127]
}